[1]
Molecular formula: C11H36AgN12O11
Method: DFT, ωB97M-V/def2-TZVPD

Each line ends with the Löwdin spin population.
Cartesian coordinates (Å):
H 5.8827 0.4532 -0.5830  0.000
O 1.6555 1.9692 2.0099  0.001
Ag -0.5215 -1.2799 -2.9753  1.116
H 2.8199 -0.1097 -0.5097  0.001
H -4.6629 -2.8401 -2.6036  0.000
H 1.0455 2.4816 -0.7991  0.000
H 1.2356 1.7403 5.3744  0.000
H -1.1735 0.1124 1.4072  0.000
H -1.4112 2.6097 -1.5374  0.001
N -2.1025 3.0358 0.4500  0.000
C 5.0160 -0.1901 -0.4306  0.000
O -0.0422 0.9241 0.2192  0.063
H 2.6544 2.5193 4.6954  0.000
H -2.5928 -0.0368 -0.8401  0.000
O 3.6169 0.3026 -2.3804  0.017
N -1.8557 3.5162 -1.5643  0.002
H 1.1346 2.8439 -4.2071  0.002
C -2.4084 3.8763 -0.4570  0.000
O 3.1277 -2.9887 2.1920  0.000
O -0.4972 0.6573 -1.8559  0.333
H 2.3627 0.8958 4.2748  0.000
H 4.9362 -0.4864 0.6153  0.000
H 5.2101 -1.1169 -0.9705  0.000
C 0.9644 2.0325 3.2443  0.000
H 0.5027 1.8517 -2.8974  0.008
H -0.8224 -5.0432 0.3686  0.000
H 2.1690 -0.4530 2.4078  0.000
C -3.6163 -1.2380 -2.0011  0.008
H -2.4333 3.1291 1.3997  0.000
O -1.1589 -3.4705 -2.2738  0.107
H 2.0065 3.9797 -0.6306  0.000
O -2.8371 -1.1309 -2.9243  0.082
C -2.3393 -1.2091 2.2730  0.000
C 2.2681 -2.3786 1.5437  0.000
N 1.8437 -1.1402 1.7430  0.000
O -3.0493 4.8926 -0.2614  0.001
N -0.6778 -4.3079 -0.3085  0.000
H -2.5714 -5.4103 -0.4065  0.001
C 1.8391 1.8314 4.4713  0.000
N 1.5418 3.2732 -1.1828  0.000
C 1.3933 3.5970 -2.4339  0.001
N -4.5589 -2.1220 -1.9010  0.002
H -1.4233 2.3170 0.2447  0.000
H -4.1912 -0.3898 -0.2423  0.000
C 3.6666 0.4206 -0.9457  0.001
H -0.9426 -1.5721 0.8894  0.001
H -1.7174 -2.9757 1.6398  0.000
N -2.4566 -5.0228 -1.3321  0.001
H 0.1295 1.3394 3.3470  0.000
H -3.2392 -4.9293 -1.9637  0.000
N -1.5556 -1.9805 1.5804  0.001
H 3.5346 1.4570 -0.6348  0.000
O 1.7208 4.6416 -2.8797  0.000
H -1.9344 4.0570 -2.4138  0.000
H 0.4499 2.9867 3.1313  0.000
O 0.0159 -0.9787 -0.6975  0.195
N 0.9635 2.6891 -3.2238  0.004
C -0.1296 0.2195 -0.7800  0.036
H 2.1403 -3.6377 0.0582  0.001
H 3.3216 1.1610 -2.6928  0.000
H -5.1604 -1.9420 -1.1099  0.000
H 0.1005 -3.6842 -0.1492  0.000
N -1.9212 0.0104 2.0785  0.000
H 1.1216 -0.7528 1.1526  0.000
H 1.1734 -2.1849 -0.0168  0.001
N -3.4798 -0.5073 -0.9495  0.001
N 1.7304 -2.8368 0.5171  0.002
H 1.0866 1.4962 1.3981  0.000
C -1.4444 -4.1979 -1.3664  0.008
O -3.2025 -1.5641 2.9747  0.000
H -2.2509 0.7884 2.6318  0.000

Properties
Orbital gap (alpha / beta): 0.173 / 0.235 hartree
DFT total energy: -56396.52871 eV
Maximum force: 8.249 eV Å⁻¹
Total charge: -1
LUMO (alpha / beta): 1.94 / -0.55 eV
Spin multiplicity: 3
HOMO level (alpha / beta): -0.101 / -0.256 Eh

[2]
Molecular formula: CH2IP
Method: DFT, ωB97M-V/def2-TZVPD

Each line ends with the Löwdin spin population.
Cartesian coordinates (Å):
P 0.4863 -1.4489 -0.0018  0.859
C 1.1043 0.0913 0.0053  0.850
I 3.2904 0.0230 0.0011  0.196
H -0.8739 -1.1762 0.1047  0.066
H 0.9104 1.1402 -0.1748  0.029

Properties
Orbital gap (alpha / beta): 0.254 / 0.254 hartree
DFT total energy: -18454.31487 eV
Maximum force: 6.759 eV Å⁻¹
Total charge: 0
LUMO (alpha / beta): 0.02 / -2.94 eV
Spin multiplicity: 3
Relative energy (zero: lowest compared OMol25 entry of this formula, charge and spin): 143.4 kJ/mol
HOMO level (alpha / beta): -0.254 / -0.361 Eh